#one
Molecular formula: C2H3BrO
Method: DFT, the ωB97M-V functional and the def2-TZVPD basis

Element x y z (Å)
O1 1.337 -0.987 -0.974
C1 0.559 -0.114 -0.733
C2 -0.338 0.235 0.478
Br1 -1.619 -1.328 0.982
H1 0.496 0.718 -1.467
H2 0.430 0.327 1.256
H3 -0.865 1.148 0.458

Computed properties:
Net charge: 0
SMILES string: O=CCBr
Orbital gap in eV: 9.950
2S+1: 1

Formally, the natural (NBO) partial charges of the atoms, in units of the elementary charge, are as follows: number 1, O, carries -0.476; number 2, C, carries 0.425; number 3, C, carries -0.483; number 4, Br, carries -0.030; number 5, H, carries 0.095; number 6, H, carries 0.241; number 7, H, carries 0.229

#two
Molecular formula: C2H3BrO
Method: DFT, the ωB97M-V functional and the def2-TZVPD basis

Element x y z (Å)
C1 -1.104 0.305 0.588
C2 1.005 -0.051 -0.260
O1 -1.798 0.744 1.465
Br1 0.775 -0.272 -2.098
H1 1.651 0.590 0.229
H2 -1.583 -0.381 -0.246
H3 1.056 -0.935 0.323

Computed properties:
Net charge: 0
Orbital gap (alpha / beta) in eV: 8.682 / 8.681
2S+1: 1

Formally, the natural (NBO) partial charges of the atoms, in units of the elementary charge, are as follows: number 1, C, carries 0.438; number 2, C, carries -0.547; number 3, O, carries -0.493; number 4, Br, carries 0.102; number 5, H, carries 0.202; number 6, H, carries 0.103; number 7, H, carries 0.196

On energetic grounds, #one is preferred over the next structure by 2.576 eV.

#one
Molecular formula: C8H10N2O3
Method: DFT, the ωB97M-V functional and the def2-TZVPD basis

Element x y z (Å)
C1 2.054 -0.905 0.436
N1 0.675 -0.931 0.190
C2 0.160 -2.241 0.191
C3 -1.145 -2.286 0.054
O1 -2.516 -2.286 0.232
C4 -1.911 -1.090 0.064
C5 -1.513 0.224 0.171
N2 -2.358 1.320 0.007
O2 -3.544 1.046 -0.284
O3 -1.950 2.476 0.037
C6 0.029 0.359 -0.012
C7 0.184 0.824 -1.515
C8 0.637 1.309 0.944
H1 2.472 -0.004 -0.301
H2 2.326 -0.522 1.447
H3 2.644 -1.821 0.106
H4 0.920 -3.025 0.149
H5 1.167 0.918 -1.805
H6 -0.331 1.789 -1.668
H7 -0.298 0.103 -2.080
H8 1.606 1.601 0.645
H9 0.707 0.902 2.003
H10 -0.012 2.239 0.989

Computed properties:
Net charge: 0
SMILES string: CN1C=C2OC2=C([N+](=O)[O-])C1(C)C
Orbital gap in eV: 7.386
2S+1: 1

Formally, the natural (NBO) partial charges of the atoms, in units of the elementary charge, are as follows: number 1, C, carries -0.396; number 2, N, carries -0.459; number 3, C, carries -0.013; number 4, C, carries 0.109; number 5, O, carries -0.339; number 6, C, carries 0.407; number 7, C, carries -0.058; number 8, N, carries 0.495; number 9, O, carries -0.399; number 10, O, carries -0.387; number 11, C, carries 0.156; number 12, C, carries -0.622; number 13, C, carries -0.646; number 14, H, carries 0.176; number 15, H, carries 0.194; number 16, H, carries 0.220; number 17, H, carries 0.223; number 18, H, carries 0.207; number 19, H, carries 0.229; number 20, H, carries 0.209; number 21, H, carries 0.217; number 22, H, carries 0.217; number 23, H, carries 0.261

#two
Molecular formula: C8H10N2O3
Method: DFT, the ωB97M-V functional and the def2-TZVPD basis

Element x y z (Å)
N1 3.751 -0.300 1.249
C1 2.608 -0.169 0.457
C2 1.649 -1.196 0.525
C3 0.395 -1.046 -0.112
C4 -0.004 0.165 -0.776
C5 -1.263 0.430 -1.424
N2 -2.324 0.543 -0.264
O1 -2.266 1.857 0.364
C6 -3.186 -0.300 0.305
O2 -3.748 -0.053 1.370
O3 -3.223 -1.532 -0.277
C7 0.974 1.135 -0.812
C8 2.263 0.936 -0.280
H1 3.752 -1.130 1.705
H2 4.621 0.181 0.998
H3 1.895 -2.005 1.160
H4 -0.151 -2.004 -0.059
H5 -1.689 -0.426 -2.018
H6 -1.373 1.203 -2.185
H7 -2.842 1.843 1.178
H8 -3.727 -2.042 0.355
H9 0.872 2.168 -1.205
H10 3.015 1.742 -0.253

Computed properties:
Net charge: 0
SMILES string: Nc1ccc(CN(O)C(=O)O)cc1
Orbital gap in eV: 8.984
2S+1: 1

Formally, the natural (NBO) partial charges of the atoms, in units of the elementary charge, are as follows: number 1, N, carries -0.802; number 2, C, carries 0.175; number 3, C, carries -0.250; number 4, C, carries -0.164; number 5, C, carries -0.128; number 6, C, carries -0.220; number 7, N, carries -0.162; number 8, O, carries -0.570; number 9, C, carries 0.832; number 10, O, carries -0.691; number 11, O, carries -0.691; number 12, C, carries -0.155; number 13, C, carries -0.271; number 14, H, carries 0.374; number 15, H, carries 0.394; number 16, H, carries 0.198; number 17, H, carries 0.223; number 18, H, carries 0.236; number 19, H, carries 0.240; number 20, H, carries 0.505; number 21, H, carries 0.501; number 22, H, carries 0.220; number 23, H, carries 0.204

On energetic grounds, #two is preferred over the next structure by 7.363 eV.

#one
Molecular formula: CH4N3O2
Method: DFT, the ωB97M-V functional and the def2-TZVPD basis

Element x y z (Å)
C1 -0.906 0.475 -0.143
N1 0.479 1.010 -0.124
N2 2.906 0.891 -0.115
N3 1.407 0.166 -0.022
O1 1.465 -1.073 0.165
O2 3.785 -0.232 0.049
H1 -1.205 -0.251 0.596
H2 -1.412 1.466 -0.001
H3 -1.027 -0.219 -1.093
H4 3.187 -0.921 0.182

Computed properties:
Net charge: -1
<S²>: 2.008
Orbital gap (alpha / beta) in eV: 4.568 / 8.242
2S+1: 3

Formally, the natural (NBO) partial charges of the atoms, in units of the elementary charge, are as follows: number 1, C, carries -0.468; number 2, N, carries -0.455; number 3, N, carries 0.026; number 4, N, carries 0.200; number 5, O, carries -0.686; number 6, O, carries -0.595; number 7, H, carries 0.166; number 8, H, carries 0.198; number 9, H, carries 0.139; number 10, H, carries 0.474

#two
Molecular formula: CH4N3O2
Method: DFT, the ωB97M-V functional and the def2-TZVPD basis

Element x y z (Å)
C1 -0.279 0.538 -0.360
N1 1.623 1.481 0.307
N2 0.454 -1.624 1.542
N3 1.097 0.628 -0.488
O1 0.697 -2.064 2.672
O2 2.828 1.488 0.640
H1 -0.472 -0.299 0.352
H2 -0.705 1.455 0.076
H3 -0.762 0.268 -1.310
H4 1.134 -0.969 1.228

Computed properties:
Net charge: -1
<S²>: 2.010
Orbital gap (alpha / beta) in eV: 7.203 / 5.198
2S+1: 3

Formally, the natural (NBO) partial charges of the atoms, in units of the elementary charge, are as follows: number 1, C, carries -0.436; number 2, N, carries 0.059; number 3, N, carries -0.190; number 4, N, carries -0.474; number 5, O, carries -0.243; number 6, O, carries -0.583; number 7, H, carries 0.178; number 8, H, carries 0.163; number 9, H, carries 0.163; number 10, H, carries 0.363

On energetic grounds, #two is preferred over the next structure by 1.930 eV.